1.
{
  "formula": "C31H49ClFeP2",
  "method": "ωB97M-V with the def2-TZVPD basis set",
  "symbols": ["Fe", "C", "C", "C", "C", "C", "C", "H", "H", "H", "C", "H", "H", "H", "C", "H", "H", "H", "C", "H", "H", "H", "C", "H", "H", "H", "C", "C", "C", "C", "C", "C", "C", "C", "H", "H", "H", "H", "H", "H", "H", "H", "H", "H", "H", "H", "P", "P", "C", "C", "H", "H", "H", "H", "C", "H", "H", "H", "C", "H", "H", "H", "C", "H", "H", "H", "C", "H", "H", "H", "Cl", "C", "C", "C", "C", "C", "C", "C", "H", "H", "H", "H", "H", "H"],
  "xyz": [[1.249936, -1.921680, -2.516828], [0.027484, 3.626698, 1.100398], [-1.156190, 3.636135, 0.303727], [-1.624271, 2.525899, 2.263466], [-0.286490, 2.978045, 2.320052], [-2.168066, 2.940459, 1.014941], [1.349459, 4.148297, 0.731139], [1.282283, 4.839871, -0.123818], [2.036183, 3.326322, 0.441743], [1.826075, 4.683054, 1.573842], [0.645813, 2.747822, 3.450139], [1.114941, 1.754348, 3.385365], [0.096966, 2.791537, 4.402592], [1.441342, 3.501908, 3.469109], [-2.298429, 1.725833, 3.306842], [-2.452467, 2.309466, 4.230193], [-1.692490, 0.846113, 3.578828], [-3.277678, 1.371291, 2.966545], [-3.537980, 2.689511, 0.530599], [-4.217272, 3.525073, 0.762813], [-3.960023, 1.789002, 0.994436], [-3.548512, 2.554827, -0.559311], [-1.328501, 4.242183, -1.033829], [-1.932267, 5.162031, -0.984994], [-1.853389, 3.550766, -1.708761], [-0.365172, 4.504135, -1.483232], [2.764872, -2.636148, -3.099754], [2.877494, -1.150912, -3.094058], [2.686573, -0.514789, -4.470676], [1.171527, -0.539118, -4.877345], [0.280713, -1.140561, -3.819384], [0.087195, -2.594931, -3.707389], [0.891566, -3.517040, -4.584795], [2.432709, -3.395289, -4.359795], [3.269288, -1.069198, -5.233205], [1.070720, -1.093187, -5.836944], [3.067959, 0.528641, -4.492086], [2.901690, -2.963658, -5.255712], [3.213088, -3.176073, -2.244701], [3.786017, -0.745465, -2.590395], [2.827600, -4.413861, -4.261766], [0.607824, -4.561827, -4.354273], [-0.823872, -3.004578, -3.246220], [0.693570, -3.356022, -5.654033], [0.838412, 0.496405, -5.054172], [-0.540254, -0.486754, -3.465069], [2.381614, 0.380794, -1.203831], [-2.513209, -1.001878, 0.651922], [0.101860, -1.364222, -0.808867], [-1.216095, -2.009201, -0.413796], [0.108899, -0.317945, -0.439398], [0.976478, -1.920493, -0.374994], [-1.782156, -2.360140, -1.298093], [-0.990969, -2.864831, 0.249127], [-3.325443, -2.472532, 1.387588], [-4.116379, -2.147233, 2.064977], [-2.580305, -3.043358, 1.971411], [-3.724332, -3.117895, 0.585723], [-3.592617, -0.577541, -0.799050], [-4.159173, -1.462493, -1.142458], [-2.944698, -0.220156, -1.613879], [-4.283994, 0.239128, -0.531975], [3.841257, 0.564930, -0.149648], [4.137807, 1.625630, -0.125326], [4.625076, -0.076344, -0.582658], [3.540347, 0.203418, 0.853473], [2.045997, 1.964819, -2.025118], [1.117727, 2.358003, -1.569281], [1.898685, 1.801700, -3.101204], [2.894285, 2.637899, -1.830811], [0.260013, -3.734578, 2.451991], [-0.145423, -2.670451, 3.736139], [-1.170620, -3.005123, 4.602860], [-1.596050, -2.104222, 5.590378], [-0.922623, -0.881767, 5.742143], [0.152658, -0.553049, 4.931577], [0.571167, -1.421167, 3.855484], [1.562626, -1.036743, 2.959248], [-1.659570, -3.973770, 4.494404], [-2.433314, -2.359074, 6.237954], [-1.241444, -0.181775, 6.517021], [0.722183, 0.364752, 5.106008], [1.987041, -0.038654, 3.040629], [1.996716, -1.739016, 2.266102]],
  "atomic_forces_ev_per_a": [[-2.419, 2.621, 9.067], [-0.357, -0.943, 2.178], [-0.387, -0.525, 0.474], [-2.305, 0.215, -2.094], [2.282, 1.380, -1.918], [0.605, -0.606, 1.593], [0.954, 0.390, -0.189], [0.168, -0.156, 0.316], [-0.099, 0.389, 0.109], [-0.128, -0.157, -0.433], [0.041, 0.057, 0.303], [-0.095, 0.286, 0.039], [0.251, -0.037, -0.154], [-0.116, -0.185, 0.047], [-0.202, -0.219, 0.330], [0.050, -0.126, -0.210], [-0.184, 0.241, -0.077], [0.213, 0.071, 0.125], [-0.718, 0.095, -0.148], [0.068, -0.203, -0.113], [0.045, 0.220, -0.147], [-0.122, -0.028, 0.192], [0.046, 0.111, -0.347], [0.111, -0.220, 0.000], [0.074, 0.188, 0.101], [-0.172, 0.010, -0.004], [3.360, -0.298, -0.149], [4.267, -0.317, -2.055], [-0.170, 0.626, -0.192], [0.383, 0.411, -0.725], [-2.904, -0.183, -2.135], [-1.814, 0.579, -2.213], [0.158, -1.080, -0.515], [-0.046, -0.604, -0.338], [-0.167, 0.364, 0.542], [-0.098, 0.369, 0.572], [-0.219, -0.666, 0.093], [-0.021, -0.078, 0.367], [0.160, 0.163, -0.587], [-0.465, -0.652, -0.388], [0.014, 0.305, -0.043], [0.000, 0.564, -0.178], [0.339, 0.385, -0.214], [-0.239, -0.044, 0.223], [0.076, -0.441, -0.079], [0.504, -0.550, -0.113], [-1.987, -0.674, 0.414], [1.471, -0.180, -1.050], [-0.587, -0.105, 0.494], [-0.650, -0.411, 0.437], [0.302, -0.611, -0.598], [-0.151, 0.271, 0.128], [0.148, -0.099, 0.409], [-0.181, 0.100, -0.590], [0.061, -0.336, -0.330], [-0.062, -0.128, -0.094], [-0.329, 0.315, -0.227], [-0.009, 0.105, 0.447], [-0.410, 0.001, 0.250], [0.206, 0.403, 0.042], [-0.195, -0.052, 0.247], [0.178, -0.472, -0.231], [0.274, 0.034, -0.398], [0.161, -0.494, 0.099], [0.164, 0.299, 0.493], [0.354, 0.165, -0.551], [0.488, 0.094, -0.056], [0.390, -0.076, -0.271], [-0.009, 0.255, 0.283], [-0.461, 0.062, -0.308], [0.147, -0.464, -0.219], [0.076, 1.077, 0.734], [-0.142, -0.015, -0.021], [0.371, 0.089, -0.240], [0.149, 0.053, 0.023], [-0.023, -0.519, -0.263], [-0.807, -0.134, 0.416], [0.263, 0.229, 0.287], [0.086, 0.280, -0.004], [0.238, 0.037, -0.161], [0.124, -0.242, -0.198], [-0.321, -0.319, -0.129], [0.031, -0.303, -0.020], [-0.079, 0.042, -0.159]],
  "lowdin_charge": [0.56, -0.22, -0.18, -0.18, -0.18, -0.22, -0.06, 0.08, 0.06, 0.09, -0.02, 0.05, 0.09, 0.08, -0.04, 0.10, 0.06, 0.07, -0.07, 0.09, 0.05, 0.07, -0.03, 0.10, 0.08, 0.06, -0.26, -0.35, -0.17, -0.14, -0.23, -0.22, -0.16, -0.16, 0.12, 0.13, 0.11, 0.11, 0.14, 0.08, 0.12, 0.12, 0.13, 0.12, 0.12, 0.13, 1.04, 0.90, -0.25, -0.42, 0.01, 0.05, 0.06, 0.01, -0.31, 0.04, 0.01, 0.05, -0.31, 0.04, 0.03, 0.01, -0.27, 0.05, 0.05, 0.03, -0.26, 0.04, 0.03, 0.05, 0.74, -0.61, -0.11, -0.06, -0.08, -0.05, -0.31, 0.05, 0.11, 0.11, 0.11, 0.11, 0.04, 0.03],
  "total_charge": 1,
  "multiplicity": 6,
  "homo_ev": [-9.1018, -9.0091],
  "s2": 9.16
}


2.
{
  "formula": "C2H6O2",
  "method": "ωB97M-V with the def2-TZVPD basis set",
  "symbols": ["C", "C", "O", "O", "H", "H", "H", "H", "H", "H"],
  "xyz": [[0.294801, 0.630612, -0.501350], [-0.590945, 0.193073, 0.691957], [0.878417, -0.690601, -0.784791], [0.176423, -0.496307, 1.516979], [0.952117, -0.986660, 0.422772], [-1.203876, -0.715370, -0.041586], [-0.260590, 0.971854, -1.375256], [1.113123, 1.273261, -0.181787], [-1.241201, 0.966776, 1.116995], [-0.118269, -1.146638, -0.863933]],
  "atomic_forces_ev_per_a": [[-0.041, -0.114, 0.632], [-0.278, -1.339, -2.133], [-2.364, -0.963, -0.090], [1.581, -0.888, -0.579], [-1.287, 1.212, 1.163], [-0.412, 1.801, 1.339], [0.227, 0.067, 0.066], [-0.050, 0.060, -0.192], [-0.145, -0.358, -0.125], [2.770, 0.522, -0.082]],
  "lowdin_charge": [-0.18, -0.39, -0.09, -0.20, 0.20, 0.14, 0.12, 0.12, 0.12, 0.16],
  "de_lowest_ev": 3.521,
  "multiplicity": 1,
  "homo_ev": -9.0863
}


3.
{
  "formula": "C10H8ClNO",
  "method": "ωB97M-V with the def2-TZVPD basis set",
  "symbols": ["C", "C", "C", "C", "C", "C", "C", "C", "C", "C", "H", "H", "H", "H", "H", "H", "H", "H", "N", "O", "Cl"],
  "xyz": [[-1.319332, -1.497221, -0.299274], [-0.421034, -2.402568, 0.035391], [0.935816, -1.986243, -0.003210], [1.253166, -0.676496, 0.107689], [2.809439, -0.318300, 0.608681], [0.290206, 0.331509, 0.069081], [0.321495, 1.896392, 0.179385], [-0.845016, 2.531501, -0.028381], [-2.131156, 2.018425, -0.216478], [-1.039958, -0.053320, -0.247809], [-3.127026, -0.790419, -0.541969], [-0.690307, -3.500820, -0.214723], [1.627840, -2.773370, 0.072472], [2.570902, 0.276091, 1.625688], [3.320743, -1.326821, 0.696157], [1.167620, 2.624751, 0.440250], [-0.784245, 3.724160, -0.214144], [-2.960958, 2.631771, -0.511550], [-2.274598, 0.702445, -0.315035], [-2.611594, -1.748183, -0.501089], [3.907995, 0.336719, -0.741133]],
  "atomic_forces_ev_per_a": [[-3.134, 3.988, 0.344], [1.618, -3.581, -2.403], [-1.759, -0.143, 1.095], [4.494, 1.306, 1.151], [-2.651, -1.450, -0.270], [-2.439, 4.155, -0.533], [1.440, -2.280, 0.435], [0.034, 4.938, -0.744], [0.539, -2.862, -1.118], [-1.347, -0.896, 0.942], [1.983, -2.571, 0.170], [0.501, 1.832, 1.050], [1.245, -0.540, 0.017], [1.621, -0.957, -2.548], [-0.864, 1.419, 0.809], [-0.758, -1.913, -0.650], [-0.062, -2.805, 0.969], [-0.381, 0.262, 0.478], [2.792, 0.456, 0.025], [-1.885, 1.217, -0.390], [-0.987, 0.425, 1.169]],
  "lowdin_charge": [-0.33, -0.02, -0.05, -0.24, -0.47, -0.08, 0.02, -0.14, -0.13, -0.10, 0.16, 0.16, 0.10, 0.13, 0.05, 0.13, 0.15, 0.11, 0.09, 0.01, 0.44],
  "de_lowest_ev": 1.838,
  "multiplicity": 1,
  "homo_ev": -8.4431,
  "smiles": "Oc1ccc(CCl)c2cccnc12"
}


4.
{
  "formula": "C3H42BrMnO18",
  "method": "ωB97M-V with the def2-TZVPD basis set",
  "symbols": ["Mn", "Br", "C", "O", "H", "H", "H", "H", "C", "O", "H", "H", "H", "H", "C", "O", "H", "H", "H", "H", "O", "H", "H", "O", "H", "H", "O", "H", "H", "O", "H", "H", "O", "H", "H", "O", "H", "H", "O", "H", "H", "O", "H", "H", "O", "H", "H", "O", "H", "H", "O", "H", "H", "O", "H", "H", "O", "H", "H", "O", "H", "H", "O", "H", "H"],
  "xyz": [[0.134402, 0.069245, 0.157776], [0.830492, 1.567545, 2.276856], [3.598512, -0.321675, -4.310644], [2.496802, -0.210335, -5.241854], [3.186872, -0.905225, -3.487164], [4.486682, -0.751295, -4.773964], [4.035862, 0.596135, -3.917634], [1.757662, -0.753605, -4.958784], [-2.309638, 1.242635, -3.212664], [-1.084408, 0.629005, -3.627434], [-2.552768, 0.936935, -2.195054], [-2.256388, 2.325235, -3.097524], [-3.230068, 0.908405, -3.691404], [-1.304038, -0.159525, -4.129024], [-1.417938, -0.376735, 4.681436], [-1.008918, -1.547365, 4.054316], [-0.532648, 0.016205, 5.181386], [-1.929698, 0.377895, 4.084166], [-2.060528, -0.594765, 5.534456], [-0.846148, -2.162445, 4.773196], [-3.650418, -1.923145, -0.444004], [-3.967998, -1.044315, -0.236554], [-4.220258, -2.508275, 0.055126], [1.982252, -0.751925, -0.175484], [2.801242, -0.387095, 0.159776], [2.192092, -1.662685, -0.382194], [-0.345538, -4.307375, 0.889006], [-0.368518, -4.732715, 1.746206], [0.006802, -4.974205, 0.299586], [-0.914918, 4.363225, 3.392216], [-1.453048, 4.105185, 4.140596], [-0.177488, 3.753095, 3.405146], [2.112722, -3.217445, -0.278394], [2.489922, -3.453375, 0.569116], [1.745162, -4.035275, -0.613514], [-2.071898, 0.590055, 0.754066], [-3.010518, 0.776525, 0.775156], [-1.828828, 0.477695, 1.673046], [0.416372, 1.465855, -1.280154], [0.926882, 2.255485, -1.459314], [-0.022678, 1.270945, -2.108094], [-0.851588, -1.324375, -1.259224], [-0.481448, -1.466375, -2.130464], [-1.761208, -1.612625, -1.335024], [3.446262, 4.001445, 2.085336], [2.651452, 3.468355, 2.103206], [3.858962, 3.788965, 1.248216], [4.352782, 0.595655, 0.105476], [5.288902, 0.638645, -0.089614], [4.180802, 1.377625, 0.630036], [1.396502, 3.909765, -1.938504], [1.278882, 4.436165, -1.147744], [0.991772, 4.427935, -2.634154], [-3.430208, -3.008305, 3.183466], [-3.868598, -2.388175, 3.766126], [-2.583928, -2.602925, 2.994506], [-2.918928, 3.312025, 1.884926], [-2.077138, 3.320595, 2.340506], [-2.877508, 4.060805, 1.290076], [-0.054878, -1.471585, 1.662706], [-0.176018, -2.380615, 1.388436], [-0.232598, -1.478975, 2.603236], [0.396672, -1.800425, -3.836244], [-0.209748, -2.316245, -4.367674], [1.045382, -2.433875, -3.529394]],
  "atomic_forces_ev_per_a": [[-0.394, 0.098, 1.097], [-0.054, -0.039, -0.222], [-0.786, -0.509, -0.252], [1.115, 0.812, -0.126], [0.779, -0.139, 0.353], [-0.323, -0.749, -0.186], [-0.958, 0.626, -0.069], [0.172, 0.091, 0.296], [-0.716, -0.412, 1.486], [-0.701, 0.673, -0.059], [0.393, -0.254, 0.524], [0.313, -0.027, -0.835], [0.389, 0.278, -0.981], [0.183, 0.118, -0.029], [0.245, 1.259, 2.336], [-0.355, -1.131, -0.645], [0.000, 0.842, -0.359], [0.373, -0.388, -0.490], [-0.526, -0.198, -0.151], [0.167, -0.340, -0.170], [0.279, 0.096, -0.354], [-0.070, 0.166, 0.038], [-0.078, -0.332, 0.186], [0.298, 0.562, -0.289], [0.622, 0.719, 0.053], [-0.338, -0.623, -0.231], [-0.022, 0.286, 0.078], [-0.149, -0.264, 0.310], [-0.124, -0.223, -0.137], [-0.102, 0.185, -0.089], [-0.150, 0.126, 0.371], [0.524, -0.302, -0.059], [0.245, -0.863, -0.241], [0.137, -0.017, 0.379], [-0.017, -0.039, -0.221], [0.190, -0.461, -0.305], [-0.169, 0.511, -0.084], [0.074, 0.196, 0.538], [-0.413, -0.215, -0.252], [0.512, 0.953, 0.014], [-0.280, -0.370, -0.770], [0.263, -0.013, 0.210], [0.521, 0.135, -0.663], [-0.759, -0.128, 0.602], [0.305, 0.198, 0.035], [-0.468, -0.347, 0.121], [0.134, 0.119, -0.218], [-0.110, -0.041, -0.022], [0.264, -0.145, -0.097], [-0.134, 0.249, 0.327], [0.158, -0.233, 0.083], [0.031, 0.239, 0.367], [-0.076, 0.077, -0.333], [-0.251, -0.335, -0.273], [-0.153, 0.111, 0.187], [0.294, 0.232, 0.033], [-0.917, -0.652, -0.376], [0.546, 0.368, 0.135], [0.034, 0.195, -0.022], [0.109, -0.164, -0.858], [-0.041, -0.572, -0.602], [-0.093, 0.398, 0.942], [-0.148, 0.180, 0.250], [-0.168, -0.301, -0.363], [0.378, -0.271, 0.079]],
  "lowdin_charge": [0.64, 0.15, -0.13, -0.13, 0.06, 0.07, 0.07, 0.02, -0.12, -0.13, 0.06, 0.09, 0.09, 0.07, -0.15, -0.14, 0.09, 0.08, 0.09, 0.12, -0.03, 0.03, 0.05, -0.10, 0.02, -0.01, -0.03, 0.06, 0.05, -0.07, 0.05, -0.06, -0.01, 0.08, 0.06, -0.08, 0.06, -0.01, -0.07, 0.03, 0.03, -0.04, 0.02, 0.04, -0.07, -0.09, 0.01, -0.03, 0.06, 0.04, -0.02, 0.07, 0.07, -0.04, 0.03, -0.01, -0.07, -0.03, 0.04, -0.11, 0.02, 0.00, -0.02, 0.08, 0.07],
  "total_charge": 1,
  "multiplicity": 6,
  "homo_ev": [-11.2549, -11.5114],
  "s2": 8.75
}